# 1
6 unconnected molecules or ions with the total composition C8H24O5 at a distorted geometry, computed with the ωB97M-V functional and the def2-TZVPD basis.

The value obtained for the LUMO energy is 0.427 eV. The highest occupied orbital energy is -9.12 eV. Its gap between HOMO and LUMO is 0.3509 Ha.

Geometry as ORCA input:
```
! RIJCOSX wB97M-V def2-TZVPD def2/J DEFGRID3
* xyz 0 1
C -0.8889 2.7766 1.1455
C -0.6720 2.3424 2.3780
C -0.8518 0.9178 2.7750
C -0.5732 -0.1840 2.0959
C -0.5457 -1.6027 2.6098
C 0.4015 -2.4799 1.7906
C -0.2046 -2.6872 0.3962
C 0.8927 -2.7960 -0.6882
H -1.2012 2.0729 0.3813
H -0.7376 3.7959 0.8118
H -0.5236 2.9350 3.2735
H -1.2640 0.9591 3.7854
H 0.0720 -0.0218 1.2288
H -0.1913 -1.5110 3.6522
H -1.5376 -1.9557 2.9168
H 0.6815 -3.4140 2.2480
H 1.3144 -1.8992 1.7125
H -0.7646 -3.6260 0.4179
H -0.9206 -1.9309 0.0784
H 1.5518 -3.6448 -0.5164
H 1.3915 -1.8310 -0.7023
H 0.4144 -3.0330 -1.6437
O -2.8113 -0.2622 -1.4993
H -2.7792 -1.2096 -1.6962
H -1.8706 -0.0889 -1.6509
O 1.0725 -0.4910 -3.2298
H 0.2637 -0.0494 -3.4948
H 0.9297 -1.3865 -2.9206
O -0.2269 2.0423 -3.3912
H 0.3209 2.0327 -2.5937
H -0.6387 2.8842 -3.1454
O 2.4879 1.2326 -0.9217
H 2.2117 1.0635 -0.0225
H 2.8022 0.4375 -1.3569
O 0.8353 3.7953 -1.6529
H 0.3067 3.8843 -0.8580
H 1.2532 2.9326 -1.7133
*
```

---

# 2
A molecular structure, C8H25BClCoNO4 at a distorted geometry, computed with the ωB97M-V functional and the def2-TZVPD basis.

The value obtained for the LUMO energy (spin up / spin down) is -5.723 / -5.604 eV. The highest occupied orbital energy (spin up / spin down) is -9.05 / -9.05 eV. Its gap between HOMO and LUMO (spin up / spin down) is 0.1224 / 0.1268 Ha.

Geometry as ORCA input:
```
! RIJCOSX wB97M-V def2-TZVPD def2/J DEFGRID3
* xyz 0 4
Co 3.8986 -5.8549 -1.3447
B 3.3064 -7.2279 -4.5526
H 2.6438 -8.0009 -4.1951
H 2.7523 -6.3067 -4.4607
H 4.2551 -7.1438 -4.0455
H 3.5012 -7.3389 -5.6081
Cl 4.5709 -2.2311 -2.3274
C 7.8989 1.7910 -0.4888
C 6.5925 2.7542 -0.2186
O 5.3788 1.9925 -0.0127
O 7.7732 1.1185 -1.7050
H 8.1366 1.0658 0.2894
H 8.9181 2.1768 -0.5126
H 6.5456 3.3535 -1.1278
H 6.7714 3.5139 0.5423
H 5.4768 1.1280 -0.4184
H 7.0690 0.4960 -1.5096
C -6.4893 3.6173 3.3754
O -5.3959 2.8259 3.3118
C -5.5891 1.5799 2.6609
C -4.3499 0.8004 2.4504
N -4.5062 -0.1968 1.4191
C -3.3261 -0.9827 1.1183
C -2.2000 -0.1580 0.4346
O -2.7082 0.4925 -0.7436
C -1.7129 0.9005 -1.6593
H -6.3963 4.3867 2.6089
H -6.5669 4.0379 4.3780
H -7.4793 3.1662 3.3083
H -5.9456 1.8685 1.6722
H -6.2976 0.9870 3.2393
H -4.2072 0.3297 3.4231
H -3.5610 1.5259 2.2520
H -4.5615 0.2481 0.5140
H -3.7147 -1.8243 0.5450
H -2.8776 -1.5341 1.9447
H -1.3297 -0.7689 0.1951
H -1.7437 0.5345 1.1420
H -1.1191 0.0173 -1.8949
H -1.1102 1.7818 -1.4402
H -2.3012 1.0785 -2.5595
*
```

---

# 3
15 unconnected molecules or ions with the total composition C8H26B2O29 at a distorted geometry, computed with the ωB97M-V functional and the def2-TZVPD basis.

The value obtained for the LUMO energy is 3.688 eV. The highest occupied orbital energy is -5.65 eV. Its gap between HOMO and LUMO is 0.3430 Ha.

Geometry as ORCA input:
```
! RIJCOSX wB97M-V def2-TZVPD def2/J DEFGRID3
* xyz -2 1
O 1.5909 -3.0906 -3.7487
C 0.8569 -2.1601 -3.9091
O 1.0625 -0.9002 -3.5550
B -0.0560 -0.0648 -4.0604
O -0.9340 -0.9866 -4.7950
C -0.4611 -2.2171 -4.7170
O -0.9658 -3.1845 -5.2042
O 0.4520 1.0270 -4.9236
C 0.1409 2.1881 -4.3935
O 0.4128 3.2720 -4.8150
C -0.6071 1.9098 -3.0617
O -0.6717 0.6085 -2.9223
O -1.0692 2.7256 -2.3201
O 2.8996 -1.6726 -0.6681
C 1.8618 -1.2520 -0.2484
O 1.6885 -0.1399 0.4536
B 0.2722 0.0169 0.7573
O -0.3569 -1.2258 0.3157
C 0.5213 -1.9731 -0.3589
O 0.2816 -3.0108 -0.8957
O 0.0472 0.1886 2.2084
C -0.8035 1.1468 2.4100
O -1.2198 1.5169 3.4803
C -1.0241 1.8898 1.0822
O -0.3977 1.2238 0.1410
O -1.6017 2.9267 0.9107
O -2.5587 0.4177 5.6243
H -2.4714 1.2890 6.0216
H -2.0131 0.4650 4.8152
O -3.0103 -0.2561 -1.3469
H -3.5544 0.5093 -1.1048
H -2.1270 0.1127 -1.4940
O 3.3543 -4.4722 -2.0151
H 3.8136 -3.7896 -1.5180
H 2.8158 -3.9758 -2.6608
O -2.6651 -2.4136 2.0838
H -2.7858 -2.3882 1.1123
H -3.3028 -1.7818 2.4309
O -4.4467 2.4575 4.0291
H -4.9439 1.8019 4.5285
H -3.6394 1.9940 3.7653
O 5.5966 -0.9971 -0.8853
H 4.6488 -1.1866 -0.7148
H 5.8227 -1.5555 -1.6343
O -2.5598 -3.1060 -0.7708
H -1.6637 -2.8962 -0.4445
H -2.9006 -2.2524 -1.0815
O 0.4656 -1.7936 4.3325
H 1.1263 -1.3213 4.8715
H 0.4077 -1.2579 3.5306
O 0.7796 4.4375 -0.8522
H 0.4131 3.5518 -0.7361
H 0.4796 4.9272 -0.0807
O 3.6901 1.3510 1.8056
H 3.8499 0.8935 2.6354
H 3.2063 0.7040 1.2604
O -4.1381 2.2525 -0.3684
H -3.3001 2.4985 0.0677
H -4.7883 2.2416 0.3424
O 3.3716 0.7487 -2.7155
H 3.0017 1.6394 -2.7200
H 2.6023 0.1601 -2.7163
O 1.7268 0.4264 5.3523
H 2.6078 0.6416 5.0261
H 1.1693 1.1605 5.0620
*
```

---

# 4
4 unconnected molecules or ions with the total composition C8H26N2O4 at a distorted geometry, computed with the ωB97M-V functional and the def2-TZVPD basis.

The value obtained for the LUMO energy is 0.688 eV. The highest occupied orbital energy is -8.83 eV. Its gap between HOMO and LUMO is 0.3497 Ha.

Geometry as ORCA input:
```
! RIJCOSX wB97M-V def2-TZVPD def2/J DEFGRID3
* xyz 0 1
C -28.8199 -3.2130 21.5140
O -28.6285 -2.3718 20.4048
C -29.7255 -1.5727 19.9747
C -29.2733 -0.6766 18.7982
C -30.3180 0.3575 18.2910
N -29.0051 -1.4200 17.6370
H -29.7001 -2.8547 22.0478
H -27.9453 -3.1538 22.1619
H -29.1068 -4.2132 21.1894
H -30.5940 -2.1986 19.7697
H -29.9926 -0.9977 20.8614
H -28.4087 -0.1528 19.2060
H -29.9597 0.9541 17.4521
H -30.4369 1.0807 19.0979
H -31.3364 0.0260 18.0885
H -28.6158 -0.7917 16.9487
H -29.8369 -1.6291 17.1037
C -30.4779 -5.8784 9.9857
O -29.5805 -5.4990 11.0894
C -29.0542 -6.5140 11.9021
C -27.9842 -5.9459 12.8619
C -26.7550 -5.3405 12.2717
N -27.5604 -6.9280 13.7838
H -30.3081 -5.1034 9.2384
H -31.5374 -6.0208 10.1985
H -30.1252 -6.7983 9.5194
H -29.8214 -7.1516 12.3413
H -28.5524 -7.2898 11.3238
H -28.5229 -5.2374 13.4911
H -26.2695 -4.6795 12.9897
H -27.0389 -4.7748 11.3843
H -26.0163 -5.9970 11.8120
H -27.5863 -6.5232 14.7088
H -26.5924 -7.1202 13.5691
O -33.2642 0.3180 9.8444
H -33.3871 0.3784 8.8970
H -34.0095 0.7915 10.2138
O -30.1495 -1.2146 12.2823
H -29.9627 -2.1391 12.1188
H -30.9914 -1.0605 11.8538
*
```

---

# 5
A molecular structure, C8H26N4O5Tl at a distorted geometry, computed with the ωB97M-V functional and the def2-TZVPD basis.

The value obtained for the LUMO energy is -3.030 eV. The highest occupied orbital energy is -11.21 eV. Its gap between HOMO and LUMO is 0.3007 Ha.

Geometry as ORCA input:
```
! RIJCOSX wB97M-V def2-TZVPD def2/J DEFGRID3
* xyz 1 1
O -3.2519 0.3311 -0.8921
H -4.0521 0.4270 -1.4308
Tl -0.6297 0.2635 0.5684
N 1.4105 -1.6925 0.0079
N -0.8273 -1.4637 -1.4439
O 2.5235 -2.1096 0.7758
O -1.9738 -1.4777 -2.2111
C 1.1618 -2.6278 -0.8955
C -0.0097 -2.4562 -1.7526
C 2.0802 -3.7834 -0.9581
C -0.3033 -3.3470 -2.9137
H 2.1538 -4.2677 0.0219
H 3.0853 -3.4497 -1.2589
H 1.7285 -4.5303 -1.6726
H -0.7000 -2.7673 -3.7508
H -1.0526 -4.1056 -2.6546
H 0.5971 -3.8623 -3.2580
H 2.4920 -1.5497 1.5740
H -2.5107 -0.7570 -1.7420
O 1.6898 0.8875 -1.2122
H 2.0451 -0.0284 -1.1437
H 1.6010 1.0720 -2.1645
C -3.6185 -0.1685 0.4211
H -3.3618 0.6081 1.1483
H -3.0465 -1.0786 0.6449
H -4.6969 -0.3823 0.4784
O 0.9462 -1.7000 3.8961
H 0.4718 -2.3119 3.3020
H 0.2206 -1.1538 4.2442
N -1.2307 2.8236 0.0354
C -0.0951 3.7422 -0.1248
C 0.6327 4.0766 1.1677
C 1.0601 2.9637 2.1222
N 1.4196 1.6922 1.5090
H -1.8459 3.1320 0.7868
H -1.7861 2.7274 -0.8177
H 0.6016 3.3073 -0.8480
H -0.4739 4.6751 -0.5624
H 1.5220 4.6504 0.8898
H 0.0005 4.7588 1.7439
H 1.9190 3.3270 2.7103
H 0.2485 2.7789 2.8383
H 1.8671 1.0490 2.1578
H 1.9885 1.7777 0.6637
*
```

---

Asked for relative energy (zero: lowest compared OMol25 entry of this formula, charge and spin) across the records above, the calculation gives 45.9, 300.8, 4.1, 55.5, 0.0 kcal per mole in order.